Formula: C72H160AsF30N12O24S8
Source: OMol25
Level of theory: wB97M-V/def2-TZVPD

Element x y z (Å)
1 C 7.89182 -7.50165 -1.00013
2 C 6.60933 -6.81887 -0.54800
3 N 6.62306 -5.37115 -0.98817
4 C 7.64503 -4.50502 -0.33566
5 C 6.73311 -5.24797 -2.48032
6 C 5.94250 -6.20630 -3.26612
7 C 5.31675 -4.81370 -0.53103
8 C 4.71929 -5.15781 0.86890
9 O 5.66485 -5.23832 1.91283
10 C 5.11422 -5.17041 3.26589
11 H 7.91276 -8.49384 -0.61213
12 H 8.79793 -7.01808 -0.57815
13 H 7.98677 -7.67440 -2.07062
14 H 6.50141 -6.74255 0.51174
15 H 5.77157 -7.28885 -1.04891
16 H 7.32970 -4.30559 0.65279
17 H 7.68294 -3.48039 -0.85189
18 H 8.59478 -4.97072 -0.43509
19 H 7.78364 -5.40284 -2.71336
20 H 6.47895 -4.24093 -2.77101
21 H 6.34481 -6.04936 -4.28959
22 H 4.90087 -5.91210 -3.34586
23 H 5.89491 -7.24465 -3.05651
24 H 4.52471 -5.05547 -1.30639
25 H 5.45151 -3.77992 -0.64046
26 H 4.16640 -6.08945 0.89419
27 H 4.04680 -4.25132 0.94003
28 H 4.06988 -5.40332 3.11057
29 H 5.27281 -4.20916 3.69490
30 H 5.66644 -5.83392 3.84797
31 C 2.82122 -0.86602 -7.61038
32 C 3.91210 -0.98429 -8.65771
33 N 4.45641 0.28386 -9.16213
34 C 5.20711 0.87002 -8.02677
35 C 5.37358 -0.08224 -10.32965
36 C 6.05650 1.07153 -11.11562
37 C 3.36562 1.22254 -9.51678
38 C 2.49565 0.78882 -10.68439
39 O 3.14807 0.87541 -11.88886
40 C 2.36329 0.82032 -13.07406
41 H 3.12534 -0.27501 -6.73106
42 H 2.82110 -1.87415 -7.14244
43 H 1.82928 -0.59180 -7.99237
44 H 3.43796 -1.47921 -9.50148
45 H 4.70538 -1.56732 -8.21771
46 H 4.63453 1.17820 -7.12967
47 H 5.76735 1.71322 -8.39840
48 H 5.98349 0.19986 -7.53064
49 H 4.80119 -0.76375 -10.89704
50 H 6.04484 -0.69600 -9.72995
51 H 5.34861 1.59821 -11.67560
52 H 6.77325 0.54600 -11.79585
53 H 6.57278 1.74566 -10.40698
54 H 3.82953 2.21748 -9.73355
55 H 2.67882 1.33437 -8.67895
56 H 1.73041 1.59206 -10.57791
57 H 2.09587 -0.19684 -10.55001
58 H 1.51834 1.54947 -13.17652
59 H 1.97178 -0.17920 -13.21705
60 H 2.98590 1.16824 -13.85737
61 C -4.07001 -9.63412 9.30244
62 C -2.92028 -9.22574 8.48238
63 N -3.12882 -8.13707 7.43568
64 C -4.27632 -8.39898 6.62682
65 C -3.40562 -6.76990 8.09782
66 C -2.18715 -6.00085 8.66061
67 C -1.84914 -7.94875 6.50122
68 C -1.76150 -8.94234 5.33164
69 O -2.01204 -10.25479 5.75144
70 C -2.15088 -11.19290 4.74394
71 H -4.72780 -10.42779 8.90174
72 H -4.56426 -8.85697 9.83820
73 H -3.59788 -10.11532 10.15503
74 H -2.57710 -10.05784 7.88524
75 H -2.10761 -8.90872 9.14854
76 H -4.07252 -9.18167 5.93023
77 H -4.44726 -7.48998 5.99584
78 H -5.04278 -8.54832 7.34227
79 H -4.05104 -6.93013 8.97300
80 H -3.83670 -6.21295 7.29928
81 H -1.51600 -6.64854 9.23298
82 H -2.67573 -5.21126 9.22001
83 H -1.47726 -5.52662 7.90290
84 H -1.02780 -7.85221 7.18355
85 H -2.01220 -7.01026 6.05290
86 H -0.80794 -8.80700 4.92484
87 H -2.44194 -8.61848 4.57391
88 H -1.18432 -11.29829 4.29135
89 H -2.91551 -10.85265 4.04177
90 H -2.44553 -12.19725 5.16132
91 C -0.19545 3.19843 7.82121
92 C -0.33409 1.75767 7.20208
93 N -1.76780 1.29760 6.93474
94 C -2.61449 1.33799 8.21571
95 C -2.55034 2.22647 5.93248
96 C -1.93594 2.53192 4.53288
97 C -1.62598 -0.11126 6.30558
98 C -1.68806 -1.30242 7.21931
99 O -0.87446 -1.17691 8.37666
100 C 0.52254 -1.21295 7.99331
101 H 0.84792 3.42004 7.95921
102 H -0.66791 3.19014 8.81193
103 H -0.69510 3.96692 7.24686
104 H 0.01757 1.05147 8.02810
105 H 0.26072 1.75501 6.30853
106 H -2.51551 2.36315 8.57962
107 H -2.33798 0.56206 8.97124
108 H -3.66504 1.11794 7.85545
109 H -2.73750 3.19027 6.44872
110 H -3.55561 1.70905 5.75295
111 H -0.91831 2.94452 4.44524
112 H -2.65576 3.13212 3.99290
113 H -1.83628 1.58778 4.00164
114 H -0.73698 -0.22610 5.65384
115 H -2.51043 -0.25129 5.69652
116 H -1.47917 -2.21598 6.74089
117 H -2.73394 -1.35758 7.61900
118 H 1.20420 -0.77882 8.70784
119 H 0.76247 -0.62337 7.13262
120 H 0.90724 -2.21202 7.82316
121 C -4.91069 2.95829 -5.04911
122 C -4.55947 3.94271 -6.16824
123 N -3.86491 5.18333 -5.74130
124 C -3.42756 5.96841 -7.02922
125 C -4.83565 6.04975 -4.86214
126 C -6.05673 6.63214 -5.53704
127 C -2.67012 4.73814 -4.88628
128 C -1.50539 5.73592 -4.79429
129 O -1.96695 6.78749 -3.90761
130 C -0.80944 7.52966 -3.37223
131 H -4.12774 2.68877 -4.38524
132 H -5.30741 2.03323 -5.56286
133 H -5.69810 3.30345 -4.40841
134 H -5.48907 4.31123 -6.65593
135 H -3.94639 3.45307 -6.98523
136 H -4.09457 5.52558 -7.77007
137 H -2.38185 5.76183 -7.26711
138 H -3.67206 7.04427 -7.08958
139 H -4.18086 6.82424 -4.46052
140 H -5.21278 5.41051 -4.01840
141 H -6.73324 5.85228 -5.79125
142 H -5.90732 7.30461 -6.37969
143 H -6.43215 7.29625 -4.74058
144 H -2.28892 3.79684 -5.36138
145 H -3.04317 4.59201 -3.89642
146 H -1.19519 6.20897 -5.71608
147 H -0.55351 5.22121 -4.41714
148 H -0.11442 6.89206 -2.73820
149 H -1.21720 8.31738 -2.78980
150 H -0.30590 7.87863 -4.21693
151 C -5.92579 -0.14440 -2.16287
152 C -6.76077 1.12770 -2.17258
153 N -8.22952 1.09642 -1.72054
154 C -8.35176 0.31444 -0.43387
155 C -8.60215 2.50350 -1.37985
156 C -8.50443 3.54213 -2.45927
157 C -9.09661 0.54849 -2.80047
158 C -10.64653 0.45101 -2.54099
159 O -10.93003 -0.90866 -2.32678
160 C -12.14960 -1.13722 -1.63127
161 H -6.28448 -1.01443 -2.64536
162 H -5.68851 -0.44041 -1.12183
163 H -4.90120 0.06851 -2.61070
164 H -6.86548 1.57187 -3.18608
165 H -6.26484 1.87090 -1.59337
166 H -7.66081 0.64355 0.27830
167 H -8.19218 -0.78990 -0.59059
168 H -9.33482 0.50930 0.07215
169 H -7.92639 2.66410 -0.51965
170 H -9.58995 2.39114 -0.94602
171 H -7.59337 3.74196 -3.01959
172 H -8.73128 4.45423 -1.86961
173 H -9.37568 3.40966 -3.13196
174 H -8.69986 -0.43065 -3.13150
175 H -8.88481 1.18210 -3.69590
176 H -11.10623 0.88092 -3.42128
177 H -10.87492 0.98084 -1.59667
178 H -12.40992 -2.23074 -1.69553
179 H -13.00795 -0.50086 -2.04457
180 H -12.10396 -0.92858 -0.53770
181 C 5.97556 6.05742 5.30150
182 C 7.07829 5.12595 5.62211
183 N 6.82490 3.66755 5.30032
184 C 8.02462 2.92136 5.76993
185 C 5.59312 3.16020 6.04284
186 C 5.56341 3.67626 7.46075
187 C 6.68538 3.54946 3.84559
188 C 7.50051 4.44339 2.94115
189 O 8.93898 4.09131 2.95317
190 C 9.58341 4.74986 1.86601
191 H 5.05528 5.67734 5.68604
192 H 5.80141 6.19632 4.29114
193 H 6.13052 7.06324 5.70645
194 H 7.31141 5.14737 6.66298
195 H 7.98526 5.28348 5.03068
196 H 8.94823 3.33598 5.35725
197 H 7.89406 1.88556 5.42446
198 H 7.88992 2.74957 6.83412
199 H 5.70205 2.09386 5.94471
200 H 4.73137 3.44638 5.44780
201 H 5.48929 4.74487 7.61294
202 H 6.52438 3.46388 7.97748
203 H 4.70510 3.29698 8.00992
204 H 5.61715 3.71714 3.61986
205 H 7.01479 2.52782 3.62281
206 H 7.32355 5.53368 3.04763
207 H 7.10517 4.25610 1.96890
208 H 9.47301 5.82074 2.01301
209 H 9.14068 4.38731 0.94597
210 H 10.58285 4.43286 1.86954
211 C -1.91556 -0.03498 1.19465
212 C -0.40103 -0.00632 0.94971
213 N -0.03322 -0.16070 -0.48765
214 C 1.43106 0.12392 -0.49279
215 C -0.25913 -1.47395 -1.09256
216 C 0.20407 -2.67695 -0.21810
217 C -0.61239 0.96735 -1.32001
218 C -0.11492 1.09919 -2.77840
219 O -0.90841 0.23933 -3.56118
220 C -0.39283 -0.03935 -4.80216
221 H -2.21997 0.20371 2.26381
222 H -2.16980 -1.10305 1.03922
223 H -2.53335 0.71552 0.70002
224 H 0.04411 -0.85942 1.50150
225 H 0.16580 0.82023 1.38399
226 H 1.59503 1.15682 -0.33231
227 H 1.90987 -0.01015 -1.46646
228 H 1.99791 -0.46660 0.22681
229 H 0.16649 -1.52873 -2.13476
230 H -1.35122 -1.51445 -1.21466
231 H 1.23768 -2.40288 0.06658
232 H 0.29845 -3.61953 -0.77616
233 H -0.40341 -2.85277 0.64664
234 H -0.37594 1.83706 -0.77909
235 H -1.71043 0.83576 -1.41864
236 H 0.93428 0.87113 -2.87112
237 H -0.22653 2.10950 -3.15381
238 H -0.10253 0.87773 -5.35034
239 H -1.07700 -0.76320 -5.27529
240 H 0.54789 -0.60054 -4.78630
241 As 3.71538 -2.34645 -3.00927
242 F 1.96094 -2.40809 -3.31421
243 F 3.80282 -1.95719 -4.75766
244 F 5.42970 -2.36243 -2.85523
245 F 3.38410 -2.64319 -1.33031
246 F 3.87324 -4.03625 -3.28068
247 F 3.62545 -0.57639 -2.73557
248 C -4.01779 -4.39360 2.74083
249 F -5.31952 -4.58155 2.64541
250 F -3.38718 -5.43474 2.21823
251 F -3.73638 -3.25340 2.07110
252 S -3.38780 -4.23304 4.55303
253 O -3.46874 -2.90575 5.09280
254 O -4.27280 -5.20463 5.18549
255 N -1.92363 -4.80301 4.29017
256 S -0.59743 -3.90678 4.55430
257 O -0.62762 -2.52727 4.16760
258 O -0.10845 -4.28925 5.85740
259 C 0.52569 -4.77420 3.37391
260 F 1.54131 -4.02339 2.94229
261 F 1.00751 -5.87655 3.94963
262 F -0.05682 -5.15236 2.27150
263 C 1.40757 4.29745 1.75206
264 F 0.36514 5.18514 1.67158
265 F 0.90358 3.12728 1.40723
266 F 2.35354 4.64090 0.91579
267 S 2.15150 4.23648 3.54449
268 O 3.04020 5.34360 3.74452
269 O 1.02318 4.19405 4.44733
270 N 2.96647 2.84543 3.39501
271 S 2.42756 1.51330 4.12550
272 O 2.63678 1.50475 5.55151
273 O 1.14307 1.16449 3.63180
274 C 3.54056 0.20045 3.44469
275 F 3.21062 -0.94386 4.13803
276 F 3.17070 0.00977 2.21339
277 F 4.86672 0.36383 3.46409
278 C 0.25476 4.28258 -8.99891
279 F -0.32439 5.45010 -9.00343
280 F 0.00679 3.54726 -10.12619
281 F 1.58938 4.48488 -8.95973
282 S -0.13725 3.19878 -7.47334
283 O -1.57582 3.29274 -7.26872
284 O 0.43060 1.90803 -7.73821
285 N 0.65820 4.03913 -6.34322
286 S 2.10793 3.52137 -5.96827
287 O 2.21858 2.83703 -4.72075
288 O 2.82064 2.95013 -7.07222
289 C 3.01669 5.07485 -5.57238
290 F 2.45115 5.62407 -4.48871
291 F 4.28994 4.73952 -5.16468
292 F 3.14297 5.93924 -6.55124
293 C -3.25342 5.37867 0.21420
294 F -3.98928 5.74677 1.24915
295 F -2.86289 6.37715 -0.53521
296 F -2.20576 4.80278 0.72272
297 S -4.11159 4.16670 -0.85526
298 O -4.69806 5.08784 -1.81115
299 O -3.07907 3.26392 -1.20467
300 N -5.41766 3.51030 -0.11709
301 S -5.18887 2.60988 1.25408
302 O -5.69047 1.32074 0.95882
303 O -3.91040 2.72645 1.93840
304 C -6.39508 3.34572 2.60389
305 F -5.87408 4.50636 2.92664
306 F -7.66143 3.44502 2.03986
307 F -6.39178 2.55671 3.66135

## Properties
gap between HOMO and LUMO: 9.974 eV
charge: +3

These are the Löwdin partial charges, in e, on atoms 1 to 99:
1. C -0.044
2. C -0.131
3. N -0.265
4. C 0.038
5. C -0.187
6. C -0.073
7. C -0.115
8. C -0.183
9. O -0.224
10. C -0.008
11. H 0.078
12. H 0.094
13. H 0.085
14. H 0.115
15. H 0.129
16. H 0.085
17. H 0.151
18. H 0.087
19. H 0.134
20. H 0.107
21. H 0.121
22. H 0.067
23. H 0.070
24. H 0.144
25. H 0.087
26. H 0.128
27. H 0.145
28. H 0.077
29. H 0.081
30. H 0.073
31. C -0.054
32. C -0.195
33. N -0.282
34. C -0.004
35. C -0.121
36. C -0.016
37. C -0.101
38. C -0.208
39. O -0.196
40. C -0.060
41. H 0.083
42. H 0.094
43. H 0.087
44. H 0.129
45. H 0.134
46. H 0.104
47. H 0.095
48. H 0.140
49. H 0.109
50. H 0.126
51. H 0.042
52. H 0.109
53. H 0.084
54. H 0.168
55. H 0.085
56. H 0.139
57. H 0.126
58. H 0.107
59. H 0.092
60. H 0.079
61. C -0.075
62. C -0.166
63. N -0.244
64. C -0.005
65. C -0.134
66. C -0.047
67. C -0.003
68. C -0.187
69. O -0.212
70. C -0.090
71. H 0.109
72. H 0.075
73. H 0.096
74. H 0.121
75. H 0.137
76. H 0.099
77. H 0.116
78. H 0.102
79. H 0.130
80. H 0.082
81. H 0.076
82. H 0.084
83. H 0.088
84. H 0.129
85. H 0.092
86. H 0.119
87. H 0.123
88. H 0.086
89. H 0.096
90. H 0.120
91. C -0.036
92. C -0.137
93. N -0.212
94. C 0.027
95. C -0.126
96. C -0.038
97. C -0.090
98. C -0.212
99. O -0.174